A structure of composition C36H33CeCl2N2OP2, computed with ωB97M-V/def2-TZVPD.

<S²> ... 0.751
Total charge ... +2
Maximum force ... 2.9 eV Å⁻¹
Highest occupied orbital energy (spin up / spin down) ... -13.70 / -13.70 eV
Multiplicity ... 2
Frontier orbital gap (spin up / spin down) ... 8.2 / 8.3 eV

The geometry in XYZ format:
```
77
C36H33CeCl2N2OP2 | the Open Molecules 2025 dataset | ωB97M-V/def2-TZVPD
Ce -0.667 -0.769 -0.260
O -0.375 -1.765 -1.988
C -1.314 -2.576 -2.415
C -0.973 -3.851 -2.911
C -1.928 -4.725 -3.382
C -3.273 -4.376 -3.374
C -3.638 -3.124 -2.928
C -2.693 -2.207 -2.456
C -3.165 -0.879 -2.071
N -2.805 -0.172 -0.990
C -3.552 0.987 -1.026
C -4.349 0.979 -2.127
N -4.093 -0.195 -2.773
H 0.077 -4.100 -2.967
H -1.628 -5.691 -3.755
H -4.020 -5.059 -3.747
H -4.681 -2.847 -2.909
H -3.481 1.726 -0.248
H -5.057 1.701 -2.475
H -4.520 -0.506 -3.633
C 1.020 2.356 1.456
C 2.147 1.327 1.563
P 1.566 -0.427 1.355
C 3.083 -1.417 1.495
C 3.163 -2.546 0.679
C 4.300 -3.332 0.688
C 5.365 -3.011 1.515
C 5.290 -1.891 2.329
C 4.164 -1.085 2.311
C 0.640 -0.643 2.934
C 1.262 -1.106 4.088
C 0.551 -1.197 5.274
C -0.778 -0.814 5.321
C -1.414 -0.368 4.172
C -0.716 -0.296 2.977
P -0.099 2.121 -0.019
C -0.978 3.720 -0.027
C -0.873 4.604 -1.096
C -1.546 5.813 -1.058
C -2.348 6.132 0.024
C -2.482 5.237 1.075
C -1.806 4.031 1.053
C 1.106 2.231 -1.389
C 1.057 1.231 -2.364
C 1.961 1.243 -3.414
C 2.902 2.257 -3.506
C 2.927 3.275 -2.564
C 2.044 3.257 -1.498
H 1.444 3.364 1.403
H 0.390 2.307 2.351
H 2.624 1.423 2.547
H 2.904 1.506 0.789
H 2.325 -2.795 0.029
H 4.365 -4.193 0.042
H 6.249 -3.631 1.517
H 6.117 -1.637 2.974
H 4.136 -0.202 2.931
H 2.298 -1.406 4.051
H 1.042 -1.561 6.162
H -1.323 -0.868 6.249
H -2.450 -0.072 4.220
H -1.238 0.064 2.068
H -0.254 4.361 -1.946
H -1.439 6.503 -1.880
H -2.867 7.077 0.049
H -3.111 5.485 1.915
H -1.906 3.338 1.880
H 0.262 0.466 -2.333
H 1.934 0.462 -4.158
H 3.607 2.258 -4.322
H 3.641 4.078 -2.664
H 2.060 4.056 -0.770
Cl -0.927 -3.166 0.940
C -1.120 -4.837 0.348
Cl -2.832 -5.260 0.263
H -0.616 -5.488 1.061
H -0.687 -4.883 -0.653
```